ORCA calculation (ωB97M-V/def2-TZVPD) on C23H16AuBrF3N as an isolated structure.

```
45
C23H16AuBrF3N, DFT ωB97M-V/def2-TZVPD
Au 1.579 -0.909 1.154
Br 2.632 1.937 0.287
C 3.012 1.212 -1.419
C 3.655 2.062 -2.278
C 3.956 1.659 -3.592
C 3.587 0.418 -4.008
C 2.916 -0.476 -3.135
C 2.546 -1.749 -3.625
C 1.910 -2.625 -2.796
C 1.638 -2.269 -1.464
C 1.959 -1.043 -0.897
C 2.613 -0.114 -1.786
H 3.921 3.054 -1.940
H 4.468 2.343 -4.260
H 3.796 0.084 -5.020
H 2.776 -2.000 -4.655
H 1.613 -3.605 -3.158
H 1.148 -3.009 -0.841
C -2.040 4.024 2.480
C -2.960 3.341 1.692
C -2.736 2.043 1.271
C -1.552 1.336 1.619
C -0.625 2.059 2.419
C -0.866 3.351 2.829
N -1.217 0.104 1.183
C -2.159 -0.800 0.828
C -3.419 -0.966 1.463
C -4.296 -1.967 1.089
C -3.986 -2.865 0.072
C -2.749 -2.728 -0.558
C -1.864 -1.734 -0.198
H -2.225 5.041 2.806
H -3.879 3.837 1.385
H -3.469 1.554 0.640
H 0.284 1.546 2.707
H -0.122 3.850 3.443
H -3.681 -0.295 2.273
H -5.243 -2.056 1.616
H -4.678 -3.649 -0.213
H -2.470 -3.415 -1.354
H -0.905 -1.638 -0.691
F 0.949 -2.172 3.761
C 1.724 -1.164 3.209
F 1.446 -0.085 4.036
F 3.010 -1.521 3.628
```

E_LUMO: 0.173 hartree
charge: -2
gap between HOMO and LUMO: 5.1 eV
energy above the lowest of the compared OMol25 structures with the same formula, charge and spin: 0.000 eV
DFT total energy: -3950.1341 a.u.

=====

ORCA calculation (ωB97M-V/def2-TZVPD) on the molecule C23H16Cl2N4O3 in a non-equilibrium geometry.

```
48
C23H16Cl2N4O3, DFT ωB97M-V/def2-TZVPD
O 3.956 1.729 -1.795
C 3.307 0.762 -1.479
C 3.259 0.263 -0.035
O 2.030 0.448 0.654
C 1.049 1.097 0.035
O 1.151 1.544 -1.090
C -0.150 1.257 0.850
C -1.166 2.139 0.521
N -2.066 2.108 1.519
C -3.258 2.831 1.652
C -3.724 3.660 0.637
C -4.904 4.359 0.814
C -5.624 4.238 1.990
C -5.161 3.407 2.998
C -3.983 2.704 2.834
N -1.693 1.252 2.478
C -0.546 0.715 2.110
C 0.093 -0.284 2.959
C 0.753 -1.384 2.419
C 1.326 -2.327 3.252
C 1.244 -2.187 4.628
C 0.574 -1.103 5.171
C -0.002 -0.158 4.343
N 2.792 -0.056 -2.470
C 1.929 -1.116 -2.415
N 1.653 -1.700 -1.258
C 0.834 -2.736 -1.212
C 0.227 -3.259 -2.340
Cl -0.840 -4.606 -2.232
C 0.497 -2.674 -3.576
C 1.356 -1.598 -3.615
Cl 1.725 -0.848 -5.127
H 3.470 -0.810 -0.011
H 4.025 0.817 0.520
H -1.245 2.765 -0.343
H -3.179 3.762 -0.287
H -5.262 5.002 0.024
H -6.544 4.788 2.120
H -5.719 3.307 3.916
H -3.605 2.051 3.603
H 0.809 -1.500 1.349
H 1.839 -3.177 2.827
H 1.696 -2.924 5.275
H 0.502 -0.994 6.243
H -0.528 0.690 4.755
H 2.903 0.349 -3.396
H 0.664 -3.163 -0.234
H 0.044 -3.055 -4.478
```

E_LUMO: 0.013 hartree
structure (SMILES): O=C(COC(=O)c1cn(-c2ccccc2)nc1-c1ccccc1)Nc1ncc(Cl)cc1Cl
gap between HOMO and LUMO: 8.9 eV
energy above the lowest of the compared OMol25 structures with the same formula, charge and spin: 0.101 eV
DFT total energy: -2251.2344 a.u.

=====

ORCA calculation (ωB97M-V/def2-TZVPD) on C23H16F7N2O7S2Sc as an isolated structure in a non-equilibrium geometry.

```
58
C23H16F7N2O7S2Sc, DFT ωB97M-V/def2-TZVPD
Sc 2.340 0.238 -0.465
F 7.749 2.326 0.920
C 7.152 1.393 0.177
F 7.564 0.192 0.594
F 7.522 1.555 -1.091
S 5.320 1.462 0.378
O 4.809 0.407 -0.480
O 5.078 1.324 1.778
N 5.051 2.901 -0.213
S 3.582 3.326 -0.576
O 3.407 4.739 -0.531
O 2.610 2.446 0.050
C 3.406 2.965 -2.381
F 4.399 3.550 -3.066
F 2.252 3.448 -2.823
F 3.450 1.655 -2.619
C -2.560 -4.070 1.016
C -3.034 -3.242 -0.174
C -4.336 -2.532 0.175
C -4.784 -1.638 -0.968
C -3.693 -0.645 -1.272
C -3.990 0.628 -1.747
C -2.956 1.503 -1.999
F -3.264 2.743 -2.489
C -1.639 1.179 -1.767
C -1.333 -0.067 -1.240
C 0.087 -0.396 -0.850
O 0.947 0.329 -1.819
C 0.282 -1.889 -1.054
C -0.736 -2.721 -0.831
N -2.025 -2.269 -0.552
C -2.365 -0.995 -1.024
C 1.649 -2.514 -1.220
O 1.768 -3.692 -1.550
O 2.656 -1.740 -0.950
H -3.371 -4.716 1.365
H -2.262 -3.403 1.826
H -1.708 -4.702 0.773
H -3.235 -3.920 -1.024
H -4.168 -1.921 1.069
H -5.088 -3.286 0.422
H -5.701 -1.102 -0.709
H -5.013 -2.249 -1.849
H -5.015 0.931 -1.923
H -0.840 1.883 -1.949
H -0.577 -3.791 -0.828
C 0.548 -0.045 0.585
C -0.171 0.577 1.615
C -1.586 0.835 1.733
C -2.155 1.429 2.842
C -1.413 1.832 3.953
C -0.034 1.594 3.883
C 0.550 0.999 2.791
H -2.256 0.565 0.931
H -3.233 1.584 2.827
H -1.873 2.300 4.815
H 0.614 1.879 4.709
H 1.623 0.827 2.811
```

E_LUMO: 0.159 hartree
charge: -2
gap between HOMO and LUMO: 3.8 eV
energy above the lowest of the compared OMol25 structures with the same formula, charge and spin: 0.650 eV
DFT total energy: -3778.5465 a.u.

=====

ORCA calculation (ωB97M-V/def2-TZVPD) on C23H17Br2IN3OPd as an isolated structure in a non-equilibrium geometry.

```
48
C23H17Br2IN3OPd, DFT ωB97M-V/def2-TZVPD
Pd 0.073 0.671 0.236
O 6.129 1.459 2.291
C 4.964 1.344 1.663
C 4.838 1.126 0.286
C 3.574 0.994 -0.252
N 2.463 1.056 0.475
C 2.590 1.291 1.776
Br 0.923 1.386 2.721
C 3.790 1.454 2.424
H 6.876 1.337 1.688
H 5.709 1.066 -0.350
H 3.430 0.839 -1.313
H 3.850 1.656 3.479
C -4.286 -2.367 -0.254
C -3.168 -2.381 0.570
C -2.477 -1.213 0.815
C -2.891 -0.019 0.202
C -4.056 0.003 -0.580
C -4.743 -1.174 -0.797
N -2.093 1.080 0.391
N -2.417 2.233 -0.038
C -1.443 3.144 -0.186
C -1.708 4.522 -0.301
C -0.674 5.407 -0.500
C 0.636 4.960 -0.596
C 0.924 3.600 -0.470
C -0.098 2.706 -0.295
H -4.811 -3.288 -0.451
H -2.845 -3.309 1.016
H -1.639 -1.180 1.514
H -4.393 0.935 -1.002
H -5.633 -1.164 -1.409
H -2.723 4.865 -0.197
H -0.874 6.464 -0.569
H 1.443 5.654 -0.770
H 1.954 3.273 -0.558
Br 1.141 -1.799 0.995
C 0.403 -3.151 -0.123
C 0.445 -4.462 0.331
C -0.077 -5.477 -0.447
C -0.665 -5.180 -1.667
C -0.713 -3.872 -2.118
C -0.168 -2.851 -1.352
I -0.194 -0.858 -2.135
H 0.892 -4.678 1.291
H -0.024 -6.495 -0.094
H -1.069 -5.972 -2.277
H -1.169 -3.637 -3.065
```

E_LUMO (spin up / spin down): -0.133 / -0.154 hartree
charge: +1
spin multiplicity: 3
gap between HOMO and LUMO (spin up / spin down): 6.5 / 6.7 eV
energy above the lowest of the compared OMol25 structures with the same formula, charge and spin: 0.332 eV
DFT total energy: -6699.4655 a.u.

=====

ORCA calculation (ωB97M-V/def2-TZVPD) on C23H17BrIN5O6S2Ti as an isolated structure in a non-equilibrium geometry.

```
56
C23H17BrIN5O6S2Ti, DFT ωB97M-V/def2-TZVPD
Ti -0.259 -0.428 -0.261
I 2.016 1.016 -2.836
C 2.269 2.969 -2.149
C 3.104 3.734 -2.908
C 3.154 5.137 -2.742
C 2.312 5.737 -1.865
C 1.451 4.971 -1.040
C 0.579 5.635 -0.142
C -0.201 4.920 0.706
C -0.083 3.517 0.757
C 0.745 2.821 -0.092
C 1.470 3.543 -1.102
H 3.707 3.256 -3.667
H 3.834 5.729 -3.345
H 2.288 6.819 -1.776
H 0.541 6.719 -0.158
H -0.897 5.427 1.365
H -0.680 2.940 1.453
O -1.255 0.550 3.670
S -1.033 -0.531 2.672
O 1.305 0.049 2.022
O -1.303 0.064 1.239
C -2.551 -1.568 2.821
C -3.330 -1.471 3.962
C -4.239 -2.474 4.281
C -4.343 -3.605 3.483
C -3.558 -3.724 2.342
C -2.678 -2.705 2.009
S -1.798 -2.800 0.457
O -2.448 -1.822 -0.398
O -1.890 -4.176 0.018
O -0.400 -2.362 0.733
H -3.195 -0.595 4.587
H -4.859 -2.382 5.167
H -5.040 -4.394 3.743
H -3.613 -4.594 1.702
N 2.718 -3.384 -0.967
C 3.459 -2.823 0.103
C 2.928 -1.601 0.352
N 1.848 -1.343 -0.455
C 1.720 -2.451 -1.228
C 0.665 -2.517 -2.122
N -0.270 -1.531 -2.108
C -1.192 -1.875 -3.071
C -0.846 -3.030 -3.684
N 0.339 -3.464 -3.067
H 2.495 -4.368 -0.981
H 4.295 -3.338 0.544
H 3.258 -0.876 1.076
H -2.057 -1.256 -3.237
H -1.329 -3.598 -4.459
H 0.920 -4.226 -3.359
Br -1.714 1.203 -1.663
N 1.285 1.196 1.404
C 0.875 1.367 0.190
H 1.480 1.990 2.025
```

E_LUMO (spin up / spin down): 0.153 / 0.153 hartree
charge: -2
spin multiplicity: 3
gap between HOMO and LUMO (spin up / spin down): 3.4 / 6.1 eV
energy above the lowest of the compared OMol25 structures with the same formula, charge and spin: 3.038 eV
DFT total energy: -6129.5307 a.u.

=====

ORCA calculation (ωB97M-V/def2-TZVPD) on C23H17Cl5N6O3Pt as an isolated structure.

```
55
C23H17Cl5N6O3Pt, DFT ωB97M-V/def2-TZVPD
Pt -0.078 0.514 -0.408
Cl 1.369 3.117 5.961
C 0.820 2.940 4.360
C 1.114 1.803 3.663
C 0.653 1.658 2.338
N 0.943 0.617 1.538
C 2.023 -0.239 1.720
O 2.477 -0.614 2.766
C 2.654 -0.573 0.396
C 3.908 -1.141 0.325
C 4.490 -1.298 -0.927
C 3.794 -0.889 -2.055
C 2.526 -0.356 -1.906
N 1.979 -0.200 -0.698
C -0.141 2.703 1.724
C -0.422 3.858 2.456
C 0.042 3.981 3.748
Cl -0.314 5.388 4.620
N -0.532 2.444 0.445
C -1.362 3.275 -0.288
O -1.618 4.424 -0.031
C -2.015 2.584 -1.455
C -2.922 3.268 -2.236
C -3.575 2.581 -3.249
C -3.301 1.236 -3.434
C -2.370 0.616 -2.619
N -1.736 1.287 -1.653
H 1.689 1.015 4.124
H 4.407 -1.426 1.241
H 5.480 -1.724 -1.019
H 4.222 -0.977 -3.043
H 1.932 -0.048 -2.757
H -0.988 4.660 2.014
H -3.105 4.313 -2.029
H -4.295 3.087 -3.878
H -3.799 0.663 -4.203
H -2.108 -0.424 -2.730
C 0.524 -3.310 0.122
N 0.574 -3.427 -1.328
C 1.089 -4.692 -1.851
C 0.120 -2.494 -2.143
O -0.355 -1.387 -1.824
H -0.138 -4.075 0.527
H 0.148 -2.331 0.401
H 1.520 -3.458 0.541
H 2.133 -4.816 -1.565
H 1.012 -4.704 -2.935
H 0.510 -5.520 -1.445
H 0.174 -2.769 -3.202
Cl -4.147 -3.066 1.322
C -3.492 -1.698 2.218
Cl -4.714 -0.472 2.513
Cl -2.720 -2.221 3.712
C -2.442 -1.083 1.379
N -1.631 -0.602 0.735
```

E_LUMO (spin up / spin down): -0.225 / -0.321 hartree
charge: +2
spin multiplicity: 5
gap between HOMO and LUMO (spin up / spin down): 7.4 / 5.5 eV
energy above the lowest of the compared OMol25 structures with the same formula, charge and spin: 0.035 eV
DFT total energy: -3860.5695 a.u.

=====

ORCA calculation (ωB97M-V/def2-TZVPD) on C23H17ClN7O4PdSSe2 as an isolated structure in a non-equilibrium geometry.

```
56
C23H17ClN7O4PdSSe2, DFT ωB97M-V/def2-TZVPD
Pd -0.002 -3.667 0.278
O 5.519 -5.135 -0.329
C 5.596 -3.844 -0.098
O 6.649 -3.284 0.119
C 4.307 -3.095 -0.097
C 4.191 -1.725 -0.015
Cl 5.428 -0.568 -0.124
N 2.874 -1.395 0.057
N 2.115 -2.530 0.012
C 2.976 -3.543 -0.100
C 2.476 -4.927 -0.416
O 3.321 -5.800 -0.684
O 1.233 -5.099 -0.461
C 2.397 -0.041 0.076
C 0.460 1.893 -0.804
C 1.250 3.105 -0.484
C 2.324 3.204 0.345
C 3.082 2.222 1.004
C 3.120 0.838 0.859
H 4.559 -5.437 -0.494
H -0.148 2.076 -1.681
H 0.859 4.013 -0.933
H 2.649 4.223 0.535
H 3.804 2.610 1.713
H 3.796 0.340 1.543
N 0.144 1.204 1.499
C -0.369 1.771 0.418
S 1.373 0.345 -1.314
N -1.571 2.365 0.547
C -2.347 3.131 -0.348
C -3.086 4.177 0.205
C -3.908 4.955 -0.589
C -4.004 4.702 -1.950
C -3.276 3.660 -2.498
C -2.452 2.873 -1.710
H 0.893 0.513 1.326
H -0.459 1.048 2.290
H -1.943 2.365 1.484
H -3.011 4.373 1.268
H -4.478 5.758 -0.140
H -4.656 5.302 -2.571
H -3.359 3.433 -3.553
H -1.948 2.032 -2.157
Se -2.820 -2.156 -2.711
N -4.047 -1.626 -1.519
C -3.497 -1.744 -0.326
C -4.106 -1.485 0.923
C -3.358 -1.712 2.056
C -2.037 -2.181 1.986
N -1.421 -2.401 0.830
C -2.128 -2.221 -0.308
N -1.576 -2.521 -1.471
H -5.137 -1.162 0.978
H -3.800 -1.556 3.033
H -1.456 -2.401 2.872
Se -0.992 -5.275 1.630
```

E_LUMO (spin up / spin down): 0.023 / 0.024 hartree
charge: -1
gap between HOMO and LUMO (spin up / spin down): 3.9 / 4.0 eV
energy above the lowest of the compared OMol25 structures with the same formula, charge and spin: 4.924 eV
DFT total energy: -7360.0218 a.u.

=====

ORCA calculation (ωB97M-V/def2-TZVPD) on C23H17F3NO4PtS2 as an isolated structure in a non-equilibrium geometry.

```
51
C23H17F3NO4PtS2, DFT ωB97M-V/def2-TZVPD
Pt 0.624 0.634 -1.129
N -0.491 -0.945 -2.631
C 0.333 -1.837 -3.312
C 0.040 -3.199 -3.313
C 0.823 -4.097 -4.013
C 1.910 -3.641 -4.735
C 2.231 -2.296 -4.709
C 1.474 -1.375 -3.988
C 1.953 0.019 -3.911
C 2.490 0.594 -5.066
C 3.155 1.804 -5.022
C 3.304 2.459 -3.811
C 2.724 1.925 -2.669
C 2.007 0.733 -2.703
H -1.339 -1.372 -2.278
H -0.658 -0.059 -3.107
H -0.817 -3.552 -2.755
H 0.581 -5.150 -3.993
H 2.509 -4.332 -5.309
H 3.118 -1.961 -5.226
H 2.367 0.076 -6.010
H 3.574 2.219 -5.932
H 3.858 3.387 -3.761
H 2.823 2.462 -1.732
C -3.848 -0.337 7.115
C -2.686 0.503 7.540
O -2.674 1.683 7.721
S -1.159 -0.505 7.729
C -0.727 -0.406 5.994
C -0.405 0.826 5.441
C -0.051 0.899 4.112
C -0.009 -0.257 3.318
C -0.338 -1.490 3.898
C -0.705 -1.563 5.226
C 0.294 -0.144 1.946
C 0.440 -0.032 0.742
H -4.764 0.248 7.144
H -3.930 -1.203 7.770
H -3.670 -0.694 6.100
H -0.454 1.712 6.057
H 0.196 1.846 3.658
H -0.310 -2.383 3.289
H -0.975 -2.505 5.682
F -2.246 2.896 0.575
C -2.258 2.388 -0.659
F -3.440 2.716 -1.206
F -2.258 1.045 -0.550
S -0.830 2.996 -1.742
O -1.287 4.277 -2.189
O 0.297 3.031 -0.834
O -0.800 1.960 -2.762
```

E_LUMO (spin up / spin down): 0.083 / 0.076 hartree
charge: -1
spin multiplicity: 3
gap between HOMO and LUMO (spin up / spin down): 6.7 / 7.3 eV
DFT total energy: -2457.6303 a.u.

=====

> Among the records above, which one has the lowest DFT total energy?

C23H17ClN7O4PdSSe2

=====

> Which of these has the lowest DFT total energy?

C23H17ClN7O4PdSSe2

=====

> Number 7 is which compound?

C23H17ClN7O4PdSSe2